{
  "formula": "C7H13O",
  "method": "ωB97M-V with the def2-TZVPD basis set",
  "symbols": ["O", "C", "C", "C", "C", "C", "C", "C", "H", "H", "H", "H", "H", "H", "H", "H", "H", "H", "H", "H", "H"],
  "xyz": [[0.6170, 0.4487, -3.3374], [0.9820, -0.7674, -2.9376], [-0.4777, 0.6256, 1.7376], [-0.5908, -0.4628, 0.7020], [-1.2198, 0.5102, 2.8389], [-0.3123, -0.0941, -0.7898], [0.5381, 1.6964, 1.5755], [0.1986, -1.3091, -1.6253], [0.2524, 2.7331, 1.7556], [1.3188, 1.5502, 2.3421], [-1.2513, 0.2553, -1.2015], [0.5140, 0.5906, -0.9292], [-0.6575, -1.9108, -1.9555], [2.0750, -0.7404, -2.5969], [0.7923, -1.9344, -0.9484], [-0.0129, -1.3341, 1.0382], [-1.6064, -0.8718, 0.6478], [-2.0072, -0.1995, 3.0770], [0.8909, -1.5514, -3.7433], [1.0224, 1.6598, 0.6075], [-1.0657, 1.1058, 3.7426]],
  "smiles": "C=C(C)CCCC[O-]",
  "total_charge": -1,
  "lumo_ev": 3.46,
  "e_above_lowest_kj_mol": 79.75,
  "multiplicity": 1
}

=====

{
  "formula": "C4H6N2",
  "method": "ωB97M-V with the def2-TZVPD basis set",
  "symbols": ["N", "N", "C", "C", "C", "C", "H", "H", "H", "H", "H", "H"],
  "xyz": [[2.3319, -1.2980, 1.1374], [-1.3716, 0.5187, -0.6929], [-0.2283, -0.0454, -1.3761], [-0.0760, 0.5699, -0.0539], [1.2628, -0.9164, 1.2856], [0.0401, -0.2503, 1.1806], [-1.6145, 1.4116, -1.1101], [-0.0569, 0.3350, 2.0916], [-0.7186, -1.0262, 1.2494], [0.1727, 0.4706, -2.2489], [0.4354, 1.5244, -0.0406], [-0.1772, -1.2940, -1.4220]],
  "smiles": "N#CC[C@H]1CN1",
  "total_charge": 0,
  "lumo_ev": 0.89,
  "e_above_lowest_kj_mol": 204.51,
  "multiplicity": 1
}

=====

Question: What is the multiplicity in the second record?
Answer: 1